Arrangement P

Below is 3 unconnected molecules or ions with the total composition C2H9NS, with properties calculated with wB97M-V/def2-TZVPD.

Geometry (Å):
H 0.936 -0.609 -2.376
C -0.763 0.914 0.283
N 0.024 -0.429 -2.902
H -1.283 -3.216 2.622
H 0.455 0.409 -3.312
C -0.594 -0.544 0.481
S 0.803 0.457 1.215
H -1.415 1.563 0.758
H -0.666 1.106 -0.844
H -0.171 -1.101 -0.413
H -1.555 -2.517 2.593
H -1.207 -1.199 1.029
H 0.037 -0.970 -3.758

## Properties
HOMO level (alpha / beta) = -14.90 / -14.88 eV
Frontier orbital gap (alpha / beta) = 10.43 / 6.09 eV
Spin multiplicity = 2
Total charge = +1
⟨S²⟩ = 0.754



Arrangement Q

Below is 2 unconnected molecules or ions with the total composition C2H9NS, with properties calculated with wB97M-V/def2-TZVPD.

Geometry (Å):
H 1.327 0.407 -2.564
S -1.409 -1.085 0.276
C -2.440 -0.729 1.817
C 1.731 0.878 -1.686
N 1.728 0.023 -0.539
H 0.995 1.763 -1.534
H 1.646 0.524 0.418
H 2.336 -0.746 -0.615
H -2.704 -1.632 2.317
H -0.621 0.033 0.177
H -3.428 -0.362 1.534
H 2.697 1.155 -2.054
H -1.858 -0.228 2.454

## Properties
HOMO level (alpha / beta) = -15.21 / -13.23 eV
Frontier orbital gap (alpha / beta) = 11.87 / 4.53 eV
Spin multiplicity = 2
Total charge = +1
⟨S²⟩ = 0.759



Stability ranking, top entry: arrangement Q; the second entry is 1.034 eV less favorable.



Arrangement P

Below is a molecular structure, C28H23ClN5NiO2S3, with properties calculated with wB97M-V/def2-TZVPD.

Geometry (Å):
C -2.925 0.592 1.671
C -2.903 -1.044 -0.064
C 5.053 -0.017 -3.538
C -3.899 -0.376 -0.761
C -2.722 -3.355 -3.200
H -4.350 3.415 -2.528
C -1.383 2.556 0.930
C 3.000 1.337 -2.142
H -3.131 1.781 -3.975
O 6.327 -1.960 -4.052
H 5.623 1.975 -4.184
C 1.110 0.977 2.535
C -0.307 -1.099 -1.022
C 3.927 2.033 -2.929
C 4.926 1.370 -3.612
C -1.685 1.362 -2.461
C -0.199 -2.752 -2.938
H -5.194 1.332 -0.783
C -4.406 0.803 -0.261
Cl -2.534 -2.775 -0.532
H 4.258 -1.787 -2.657
H 0.761 -2.969 -3.385
H -1.108 0.669 -3.058
C -2.801 1.998 -2.970
N -0.436 1.765 1.212
H -2.548 0.987 2.610
H -1.774 3.275 1.642
H -4.287 2.180 1.411
H 2.523 -0.978 5.332
H 2.459 -0.617 -1.440
C -2.331 -0.659 1.194
H -2.157 -2.965 0.778
H -0.749 -2.135 1.491
H 6.467 0.750 -5.313
H -1.014 -3.989 -4.280
S 1.729 -0.028 1.280
H -1.035 -0.927 2.837
S 1.918 0.948 4.114
C -3.016 3.128 -0.877
N 0.120 1.796 2.468
H -4.306 -0.817 -1.664
Ni 0.324 0.724 -0.320
C -3.900 1.256 0.988
C -1.349 -1.325 1.878
S 1.745 2.230 -1.327
C -1.282 -3.350 -3.444
C -3.471 2.902 -2.163
C 6.096 -0.799 -4.254
H 1.023 -1.274 4.425
C 3.147 -0.055 -2.057
H -2.677 -4.240 -0.621
N -1.243 1.585 -1.229
C -3.439 -4.017 -4.279
C -1.905 2.438 -0.430
N -3.989 -4.559 -5.134
H -3.523 3.808 -0.208
H 2.597 -1.321 3.592
H 3.849 3.111 -2.994
N -0.117 -1.820 -1.910
O 6.816 -0.142 -5.202
C 4.152 -0.713 -2.736
C -3.604 -2.966 -2.233
C 2.019 -0.841 4.376

## Properties
HOMO level (alpha / beta) = -3.78 / -3.78 eV
Frontier orbital gap (alpha / beta) = 5.37 / 5.37 eV
Spin multiplicity = 1
Total charge = -1



Arrangement Q

Below is a molecular structure, C28H23ClN5NiO2S3, with properties calculated with wB97M-V/def2-TZVPD.

Geometry (Å):
C 4.465 -0.349 -2.226
H 0.599 2.203 -1.982
C -2.426 -1.202 -3.012
C -1.553 -1.718 -4.058
C 0.468 -2.801 0.824
C 1.820 -0.192 -2.807
C -2.716 0.955 1.752
H 4.364 -2.405 -2.927
H -6.928 0.430 3.813
C 3.796 0.827 -2.000
H -0.719 0.700 -4.699
C -4.981 1.082 2.585
C -6.379 1.514 2.337
C 1.676 2.146 -2.039
H -0.522 -2.586 0.445
Ni 0.597 0.117 1.281
H -4.352 1.861 0.702
C -2.283 0.291 2.909
C 0.969 -4.089 0.853
H 0.720 1.575 -3.554
H 4.320 1.686 -1.591
H 2.538 6.078 1.126
N -1.062 -0.313 -1.204
C -4.032 1.343 1.598
C -2.248 -0.581 -1.850
H -3.478 -1.373 -3.217
C 3.094 -0.739 2.188
H 2.716 4.662 0.063
H 5.522 -0.400 -1.988
C 2.400 0.969 -2.267
C -2.244 -2.618 -4.963
C -3.240 0.055 3.910
H -1.998 1.170 0.971
H 1.145 5.020 0.825
H -2.929 -0.436 4.823
O -7.328 1.053 3.196
S 2.742 4.123 2.414
S -0.644 -0.244 3.172
H 1.951 -2.180 -3.571
O -6.717 2.229 1.432
N 3.008 1.547 2.265
H 2.651 -5.298 1.422
S 0.579 2.331 1.339
H 2.208 3.028 -1.703
C 2.477 -1.378 -3.067
H -5.235 0.246 4.573
N 1.158 -1.760 1.280
C 2.163 2.504 1.995
H 3.951 -3.343 2.262
C 3.819 -1.489 -2.738
N -2.815 -3.313 -5.681
H 0.375 -4.903 0.463
C 2.231 -4.302 1.386
H 4.059 -0.756 2.683
Cl 0.240 0.247 -3.643
C 2.399 -1.952 1.776
N 2.466 0.345 1.929
C 2.224 5.050 0.952
C -0.279 -1.530 -4.465
C -0.086 -0.069 -0.622
C 2.956 -3.223 1.857
C -4.555 0.438 3.749
H -3.115 -0.282 -1.274

## Properties
HOMO level (alpha / beta) = -3.70 / -3.70 eV
Frontier orbital gap (alpha / beta) = 4.89 / 4.89 eV
Spin multiplicity = 1
Total charge = -1



Stability ranking, top entry: arrangement Q; the second entry is 0.821 eV less favorable.



Arrangement P

Below is 2 unconnected molecules or ions with the total composition C6H16N2, with properties calculated with wB97M-V/def2-TZVPD.

Geometry (Å):
C -0.427 0.392 1.302
C 1.019 -1.342 -1.288
C -0.012 1.704 0.637
H 0.263 2.490 1.394
N -0.747 2.390 -0.424
H 1.588 -0.521 -0.845
H -1.098 0.492 2.172
H 1.001 1.558 0.256
N 0.654 -0.507 1.610
H -0.734 -2.207 -0.494
H 0.693 -3.295 -0.405
H -1.743 2.501 -0.176
H 0.195 -2.641 1.879
H 1.790 -2.098 1.362
H -0.649 0.026 -1.570
H -1.882 4.595 1.161
H -0.710 -1.315 -2.654
H 0.483 0.010 -2.875
C 0.376 -2.273 -0.253
H -1.249 4.537 1.542
C 0.722 -1.867 1.278
H 1.637 -1.946 -1.966
C -0.020 -0.623 -2.176
H -1.149 -0.060 0.535

## Properties
HOMO level (alpha / beta) = -14.36 / -14.51 eV
Frontier orbital gap (alpha / beta) = 5.86 / 6.01 eV
Spin multiplicity = 2
Total charge = +1
⟨S²⟩ = 0.758



Arrangement Q

Below is a gas-phase ion, C6H16N2 (charge +1), with properties calculated with wB97M-V/def2-TZVPD.

Geometry (Å):
H -2.876 -1.974 0.077
H 0.294 -0.692 -2.422
H 0.382 0.290 1.903
H -1.398 0.880 1.631
H 1.661 -2.499 -1.904
C -0.926 -0.989 -0.092
N 1.990 -1.616 -1.543
H -2.052 -1.464 1.652
N -0.450 0.406 -0.052
C 0.285 2.311 1.443
H -2.860 -0.310 0.564
H 0.172 2.788 0.474
H 1.866 0.215 -2.575
H -1.026 -1.126 -1.171
H -0.240 -1.709 0.339
C -2.287 -1.248 0.612
C -0.340 0.885 1.345
H -0.368 2.912 2.091
H 1.124 1.500 -1.133
H 1.652 0.540 0.068
H 1.270 2.397 1.879
C 1.230 -0.422 -1.930
C 0.876 0.512 -0.723
H 2.019 -1.588 -0.533

## Properties
HOMO level (alpha / beta) = -13.30 / -13.24 eV
Frontier orbital gap (alpha / beta) = 10.70 / 5.43 eV
Spin multiplicity = 2
Total charge = +1
⟨S²⟩ = 0.754



Stability ranking, top entry: arrangement Q; the second entry is 4.883 eV less favorable.



Arrangement P

Below is a single C23H25N3O6S molecule, with properties calculated with wB97M-V/def2-TZVPD.

Geometry (Å):
H -3.692 0.617 -1.703
C 4.189 6.050 -1.468
O -1.305 -1.691 1.298
C 4.564 1.925 -0.593
H -5.085 -1.852 3.245
H 2.800 7.690 -1.528
C -4.035 -0.875 0.359
H -5.776 -3.028 -0.077
H 1.122 -1.659 0.738
O 4.669 -0.974 -1.370
H 5.272 5.891 -1.380
H 2.700 1.909 2.224
H -3.066 -1.864 1.836
C -2.703 -0.522 -0.233
H -7.523 -4.643 -0.307
O -6.441 -4.047 2.730
C -5.158 -2.060 2.174
C 3.077 3.620 1.005
C 1.996 0.203 -1.954
C 4.444 3.261 -0.934
H 3.679 -0.192 1.760
H 4.369 8.033 -2.275
H -8.069 -3.334 1.665
C -0.258 -0.578 -0.494
C -2.735 0.275 -1.334
C 0.751 0.642 -2.343
N 4.075 0.069 0.869
H -4.772 -4.478 0.055
C -1.433 -0.998 0.292
C -5.336 -3.578 1.975
N -1.632 0.669 -2.000
H 4.214 7.974 -0.512
S 3.749 -1.105 -0.284
O -5.071 -0.524 -0.186
C 1.018 -1.008 -0.117
H 0.638 1.281 -3.206
O 3.521 5.452 -0.373
H 3.844 5.602 -2.411
H 2.505 4.297 1.620
H 4.945 3.616 -1.820
C -5.606 -3.937 0.498
N -3.982 -1.570 1.504
C -0.384 0.254 -1.620
C 2.116 -0.625 -0.844
C -7.523 -4.270 1.849
H -4.446 -4.088 2.363
H 2.886 0.470 -2.498
H -6.638 -5.838 0.662
C 3.938 1.424 0.541
C 3.188 2.286 1.336
H -1.716 1.268 -2.810
O 3.680 -2.339 0.432
C 3.701 4.126 -0.136
C 3.872 7.537 -1.446
H -8.192 -4.987 2.326
H 5.147 1.256 -1.205
H -6.021 -1.530 1.763
C -6.882 -4.780 0.560

## Properties
HOMO level = -8.40 eV
Frontier orbital gap = 8.11 eV
SMILES string = CCOc1ccc(NS(=O)(=O)c2ccc3[nH]cc(C(=O)NC[C@@H]4CCCO4)c(=O)c3c2)cc1
Spin multiplicity = 1



Arrangement Q

Below is a single C23H25N3O6S molecule, with properties calculated with wB97M-V/def2-TZVPD.

Geometry (Å):
C -5.718 0.129 -0.579
N -1.179 0.810 1.288
H -5.650 2.765 -0.666
C -3.421 0.440 0.375
C -0.830 -0.455 1.617
C 2.860 1.833 -0.219
C -2.531 2.663 0.640
H -1.722 3.307 0.955
O 3.293 1.372 2.317
C 4.376 -2.608 -0.638
C 3.388 -2.015 -1.416
C 2.116 2.225 -1.369
C 2.461 -0.943 0.519
O -5.406 -1.171 -0.554
H 5.223 1.329 1.096
H 3.465 -1.325 2.367
C 5.395 -3.512 -1.261
C -3.697 3.201 0.128
C -7.347 -2.408 0.242
H 0.863 -1.557 2.362
C 0.625 -0.521 2.112
H 5.646 -3.180 -2.265
H 5.710 0.358 -0.308
C 2.437 -1.190 -0.847
C 5.401 1.349 0.025
C -4.730 2.369 -0.265
C -6.428 -2.092 -0.930
C 0.658 2.458 -1.452
H 1.670 -0.735 -1.456
O -1.529 -1.439 1.540
S 2.217 1.458 1.373
H 0.400 2.825 -2.441
C 3.439 -1.533 1.308
H -7.003 -1.666 -1.759
H -8.072 -3.160 -0.056
H 6.301 -3.550 -0.661
H 5.145 -2.811 1.349
C 4.385 -2.359 0.729
O 4.179 2.056 -1.961
H -7.876 -1.509 0.550
H 0.121 1.532 -1.253
C -4.588 0.989 -0.143
H -6.767 -2.782 1.081
N 2.922 2.353 -2.385
H -5.895 -2.985 -1.264
H 0.736 0.101 3.007
N 1.513 -0.032 1.064
H 3.363 -2.201 -2.480
H 4.996 -4.524 -1.333
H 0.363 3.182 -0.696
C 4.153 1.738 -0.664
O -6.792 0.555 -0.934
H -3.321 -0.627 0.477
C -2.386 1.281 0.769
H 6.196 2.051 -0.216
O 1.141 2.361 1.688
H -0.472 1.527 1.455
H -3.799 4.271 0.037

## Properties
HOMO level = -8.61 eV
Frontier orbital gap = 9.14 eV
SMILES string = CCOC(=O)c1cccc(NC(=O)CN(c2ccc(C)cc2)S(=O)(=O)c2c(C)noc2C)c1
Spin multiplicity = 1



Stability ranking, top entry: arrangement P; the second entry is 0.899 eV less favorable.